Entry from the Open Molecules 2025 dataset: C5H8 as an isolated structure (ωB97M-V/def2-TZVPD).

Relative energy (zero: lowest compared OMol25 entry of this formula, charge and spin) in kcal/mol: 92.9
Orbital gap in eV: 9.24
Energy in a.u.: -195.14398
Strongest force on any atom in eV Å⁻¹: 0.44

Atoms and positions in Å:
1 C -0.070 -1.071 0.858
2 C -1.056 -0.209 0.033
3 C 0.301 1.832 -1.125
4 C 0.134 0.620 -0.460
5 C 1.111 -0.167 0.420
6 H 0.023 -2.099 0.499
7 H -0.276 -1.092 1.930
8 H -1.624 -0.731 -0.742
9 H -1.747 0.405 0.619
10 H -0.702 2.117 -1.500
11 H 0.446 0.580 -1.666
12 H 1.950 -0.659 -0.077
13 H 1.510 0.474 1.212

So, what does the natural (NBO) scheme give us? The charges, in e, come out as:
1. C -0.399
2. C -0.461
3. C -0.348
4. C -0.120
5. C -0.443
6. H 0.208
7. H 0.210
8. H 0.223
9. H 0.223
10. H 0.145
11. H 0.313
12. H 0.223
13. H 0.227



Entry from the Open Molecules 2025 dataset: one molecule with the formula C4H5N5S2 (ωB97M-V/def2-TZVPD).

Relative energy (zero: lowest compared OMol25 entry of this formula, charge and spin) in kcal/mol: 54.7
Orbital gap in eV: 6.88
Energy in a.u.: -1225.33685
Strongest force on any atom in eV Å⁻¹: 6.00

Atoms and positions in Å:
1 C 3.715 -0.412 -0.180
2 C -0.411 -0.692 -0.185
3 C -1.122 0.156 -1.166
4 C 0.314 -0.024 0.912
5 N 4.832 -0.589 -0.250
6 N -0.471 -1.945 -0.397
7 N -2.778 1.125 0.767
8 N 2.512 -0.056 0.054
9 N 1.698 -0.326 0.949
10 S -0.048 2.164 0.509
11 S -1.969 1.689 -0.389
12 H -0.456 0.643 -1.692
13 H -1.847 -0.519 -1.788
14 H -0.259 0.037 1.781
15 H 0.037 -2.558 0.202
16 H -3.746 1.307 0.871

So, what does the natural (NBO) scheme give us? The charges, in e, come out as:
1. C 0.358
2. C 0.236
3. C -0.575
4. C -0.077
5. N -0.248
6. N -0.574
7. N -1.175
8. N -0.179
9. N -0.071
10. S -0.172
11. S 0.995
12. H 0.220
13. H 0.259
14. H 0.263
15. H 0.349
16. H 0.390



Entry from the Open Molecules 2025 dataset: C16H47F3MgO22S4 as an isolated structure (ωB97M-V/def2-TZVPD).

Orbital gap in eV: 6.68
Energy in a.u.: -4385.47111
Strongest force on any atom in eV Å⁻¹: 7.48

Atoms and positions in Å:
1 Mg -0.077 -1.812 3.596
2 C 1.121 -5.568 2.659
3 F -0.110 -5.988 2.948
4 F 1.910 -6.648 2.523
5 F 1.083 -4.864 1.537
6 S 1.854 -4.523 4.036
7 O 3.268 -4.250 3.660
8 O 1.051 -3.316 4.057
9 O 1.837 -5.407 5.232
10 C 2.120 0.031 0.429
11 C 0.922 -0.891 0.680
12 C 0.445 -1.755 -0.554
13 O 1.012 -1.518 1.937
14 H 1.795 0.849 -0.215
15 H 2.935 -0.513 -0.052
16 H 2.515 0.434 1.361
17 H 0.080 -0.195 0.738
18 H -0.293 -2.471 -0.194
19 H 1.317 -2.329 -0.873
20 H 0.007 -1.221 -1.396
21 O -2.660 -1.942 -0.890
22 S -3.674 -1.123 -0.154
23 O -3.320 -0.400 1.101
24 O -4.190 0.072 -1.171
25 C -5.170 1.073 -0.840
26 C -4.699 2.350 -1.699
27 C -5.363 -1.976 -0.113
28 H -5.201 1.256 0.234
29 H -6.177 0.890 -1.218
30 H -5.461 3.126 -1.609
31 H -4.660 2.062 -2.749
32 H -3.846 2.874 -1.269
33 H -5.575 -2.027 -1.181
34 H -6.112 -1.305 0.307
35 H -5.389 -2.940 0.394
36 O 4.379 2.753 -4.189
37 S 3.624 2.861 -2.970
38 O 2.905 4.078 -2.609
39 O 2.443 1.659 -2.955
40 C 2.853 0.332 -3.137
41 C 2.924 -0.313 -4.579
42 C 4.661 2.365 -1.491
43 H 2.149 -0.314 -2.611
44 H 3.749 0.185 -2.532
45 H 1.995 -0.444 -5.132
46 H 3.328 -1.321 -4.482
47 H 3.615 0.313 -5.145
48 H 3.967 2.017 -0.726
49 H 5.058 3.284 -1.060
50 H 5.491 1.717 -1.766
51 O -0.765 7.106 2.162
52 S -0.991 5.724 2.542
53 O -1.588 4.728 1.657
54 O 0.563 5.210 2.998
55 C 0.653 3.810 3.408
56 C 1.983 3.360 2.792
57 C -1.923 5.725 4.172
58 H -0.091 3.126 2.997
59 H 0.692 3.648 4.485
60 H 2.143 3.603 1.742
61 H 2.298 2.405 3.211
62 H 2.638 4.087 3.277
63 H -2.951 5.582 3.840
64 H -1.815 6.666 4.709
65 H -1.474 4.934 4.771
66 O 4.395 -0.982 2.983
67 H 4.983 -0.320 3.351
68 H 3.543 -0.546 2.929
69 O 2.104 -4.083 -3.359
70 H 2.217 -4.353 -4.272
71 H 1.353 -3.487 -3.378
72 O -1.430 -0.206 3.345
73 H -2.051 -0.251 2.611
74 H -1.868 0.342 3.999
75 O 3.427 -3.073 1.384
76 H 2.754 -2.392 1.317
77 H 3.358 -3.563 0.562
78 O -1.535 -3.009 2.796
79 H -1.696 -3.562 2.029
80 H -2.333 -3.086 3.322
81 O -0.720 2.422 -1.292
82 H -1.208 3.137 -1.706
83 H -0.055 2.179 -1.939
84 C -3.135 -1.328 -3.993
85 C -1.828 -0.565 -3.613
86 O -0.836 -1.510 -3.686
87 C -1.225 -2.632 -4.256
88 O -0.447 -3.519 -4.545
89 O -2.566 -2.513 -4.574
90 H -3.735 -0.687 -4.638
91 H -3.687 -1.592 -3.092
92 H -1.983 -0.041 -2.670
93 H -1.606 0.295 -4.247

So, what does the Löwdin scheme give us? The charges, in e, come out as:
1. Mg 0.892
2. C -0.658
3. F 0.122
4. F 0.134
5. F 0.140
6. S 0.577
7. O -0.298
8. O -0.380
9. O -0.328
10. C -0.055
11. C -0.536
12. C -0.029
13. O -0.327
14. H 0.065
15. H 0.078
16. H 0.054
17. H 0.099
18. H 0.054
19. H 0.071
20. H 0.051
21. O -0.280
22. S 0.758
23. O -0.323
24. O -0.325
25. C -0.221
26. C -0.032
27. C -0.068
28. H 0.113
29. H 0.112
30. H 0.071
31. H 0.075
32. H 0.069
33. H 0.066
34. H 0.064
35. H 0.069
36. O -0.283
37. S 0.681
38. O -0.303
39. O -0.278
40. C -0.290
41. C -0.036
42. C -0.086
43. H 0.097
44. H 0.104
45. H 0.067
46. H 0.072
47. H 0.060
48. H 0.049
49. H 0.064
50. H 0.070
51. O -0.297
52. S 0.690
53. O -0.311
54. O -0.264
55. C -0.287
56. C -0.067
57. C -0.084
58. H 0.103
59. H 0.112
60. H 0.089
61. H 0.075
62. H 0.075
63. H 0.059
64. H 0.066
65. H 0.048
66. O -0.038
67. H 0.029
68. H -0.004
69. O -0.063
70. H 0.029
71. H -0.013
72. O -0.021
73. H 0.030
74. H 0.090
75. O -0.064
76. H -0.021
77. H 0.037
78. O -0.014
79. H 0.099
80. H 0.090
81. O -0.048
82. H 0.030
83. H 0.015
84. C -0.088
85. C -0.155
86. O 0.061
87. C -0.505
88. O 0.142
89. O 0.059
90. H 0.131
91. H 0.086
92. H 0.103
93. H 0.133



Entry from the Open Molecules 2025 dataset: C15H24NO8PS5Ti as an isolated structure (ωB97M-V/def2-TZVPD).

Relative energy (zero: lowest compared OMol25 entry of this formula, charge and spin) in kcal/mol: 14.4
Orbital gap (alpha / beta) in eV: 7.13 / 7.13
Spin multiplicity: 2
Total charge: -1
Energy in a.u.: -4424.68922
Strongest force on any atom in eV Å⁻¹: 3.06

Atoms and positions in Å:
1 Ti 8.678 8.263 10.353
2 O 5.687 8.252 12.993
3 C 5.565 7.025 12.208
4 C 6.825 6.134 12.394
5 N 7.913 6.226 11.334
6 C 9.205 5.606 11.798
7 C 10.017 6.592 12.567
8 O 10.718 6.231 13.469
9 O 9.875 7.762 12.035
10 C 7.433 5.633 10.047
11 C 8.376 5.856 8.883
12 O 8.395 5.122 7.944
13 O 9.188 6.938 8.996
14 H 6.280 8.876 12.594
15 H 5.526 7.346 11.199
16 H 4.588 6.596 12.511
17 H 6.507 5.111 12.408
18 H 7.301 6.333 13.319
19 H 9.781 5.245 11.015
20 H 8.991 4.757 12.403
21 H 6.456 6.074 9.850
22 H 7.207 4.537 10.166
23 S 4.620 14.541 10.465
24 C 5.489 13.150 10.457
25 S 5.456 11.962 9.219
26 C 6.443 10.681 9.920
27 C 7.034 11.085 11.071
28 S 8.279 10.230 11.878
29 S 6.615 12.693 11.698
30 S 6.576 9.085 9.188
31 C 10.707 12.403 8.078
32 C 10.407 11.869 9.446
33 O 11.359 10.844 9.800
34 P 10.989 9.213 9.623
35 O 11.374 8.827 8.131
36 C 12.696 8.683 7.606
37 C 12.861 7.177 7.282
38 O 12.176 8.521 10.475
39 C 12.667 8.873 11.792
40 C 13.574 7.780 12.330
41 H 10.077 13.224 7.840
42 H 10.457 11.581 7.404
43 H 11.737 12.692 7.986
44 H 9.470 11.493 9.599
45 H 10.486 12.561 10.243
46 H 13.448 9.015 8.305
47 H 12.905 9.316 6.767
48 H 12.374 6.624 8.093
49 H 13.895 6.869 7.241
50 H 12.350 6.922 6.398
51 H 11.869 9.021 12.537
52 H 13.260 9.745 11.479
53 H 12.860 6.941 12.604
54 H 14.053 8.127 13.237
55 H 14.360 7.470 11.653

So, what does the natural (NBO) scheme give us? The charges, in e, come out as:
1. Ti 1.198
2. O -0.743
3. C -0.089
4. C -0.239
5. N -0.460
6. C -0.337
7. C 0.789
8. O -0.647
9. O -0.817
10. C -0.350
11. C 0.778
12. O -0.588
13. O -0.835
14. H 0.492
15. H 0.198
16. H 0.191
17. H 0.177
18. H 0.226
19. H 0.228
20. H 0.198
21. H 0.236
22. H 0.203
23. S -0.135
24. C -0.572
25. S 0.456
26. C -0.406
27. C -0.423
28. S -0.242
29. S 0.445
30. S -0.265
31. C -0.630
32. C -0.052
33. O -0.825
34. P 1.799
35. O -0.810
36. C -0.056
37. C -0.625
38. O -0.843
39. C -0.059
40. C -0.639
41. H 0.215
42. H 0.214
43. H 0.208
44. H 0.193
45. H 0.183
46. H 0.179
47. H 0.178
48. H 0.231
49. H 0.200
50. H 0.210
51. H 0.224
52. H 0.178
53. H 0.245
54. H 0.210
55. H 0.201